No. 1
ORCA calculation (ωB97M-V/def2-TZVPD) on C19H19BBrClN3O13P in the gas phase in a non-equilibrium geometry.

Each line ends with the natural charge from an NBO analysis.
Positions of all 58 atoms, in Å:
C 1.31017 -2.28538 1.87697  -0.6549
C -0.28451 -2.30803 1.73545  -0.0970
O -0.89682 -1.29467 0.93734  -0.5800
C -1.06267 -1.53198 -0.45516  0.3224
C -2.23781 -2.55918 -0.89311  -0.5767
C -3.06349 -3.23450 0.28464  0.7967
O -4.03636 -2.76856 0.90570  -0.4951
O -2.67617 -4.59125 0.64207  -0.7513
C 0.25154 -1.59348 -1.37036  -0.3109
C 0.98780 -3.01985 -1.53465  0.2203
C 2.13252 -2.98185 -2.55851  -0.2903
C 2.92552 -4.26705 -2.88298  -0.1434
C 2.38357 -5.45864 -2.06656  -0.2715
C 1.25428 -5.24277 -1.07635  0.0358
N 0.50342 -4.08381 -0.74035  -0.4493
C 1.28218 -0.37404 -1.04329  -0.4358
C 0.52680 0.96119 -1.52713  0.2321
O 0.40488 1.10363 -2.96440  -0.4971
C 1.56414 1.74347 -3.49363  0.5138
N 2.54369 2.25995 -3.95967  -0.3179
N -0.76022 1.06097 -0.76710  -0.5099
Br -1.63481 2.60398 -1.49199  0.4093
C -1.70862 -0.08170 -0.94022  -0.4028
P -3.23586 0.28575 0.19789  1.1433
O -2.77408 1.46244 1.38357  -0.9745
Cl -4.80604 1.05940 -1.04802  -0.3083
H 1.59541 -1.36921 2.52780  0.2152
H 1.89658 -2.19840 0.90649  0.2079
H 1.60956 -3.20104 2.50520  0.2392
H -0.68378 -2.15697 2.81485  0.2117
H -0.59651 -3.39793 1.49372  0.2195
H -1.83425 -3.42576 -1.54715  0.2710
H -3.02266 -2.05154 -1.58001  0.2536
H -3.23035 -5.20727 0.10965  0.4963
H -0.12074 -1.35384 -2.44529  0.2407
H 2.43743 -2.02563 -3.11095  0.2349
H 3.78478 -4.31571 -3.62393  0.2493
H 2.83726 -6.49320 -2.21021  0.2442
H 0.92924 -6.18577 -0.49111  0.2140
H 2.25605 -0.43044 -1.63056  0.2599
H 1.49500 -0.23669 0.06789  0.2528
H 1.18552 1.84229 -1.16822  0.2660
H -0.50935 1.27896 0.22203  0.4894
H -2.05533 -0.14393 -2.02417  0.2759
H -3.16947 2.31687 1.04460  0.5217
B 0.48255 5.68541 2.38568  1.1350
O 0.95843 4.78178 1.31844  -0.5905
C -0.11187 4.31312 0.70101  0.7184
O -0.07729 3.53377 -0.23840  -0.6987
C -1.32420 4.86919 1.31425  0.6644
O -2.46264 4.63370 0.97620  -0.5737
O -0.98904 5.68013 2.30923  -0.6008
O 0.94280 5.22810 3.70392  -0.6537
C 1.66987 6.21822 4.23343  0.6582
O 2.19890 6.16902 5.31424  -0.5187
C 1.71424 7.34559 3.29880  0.6571
O 2.28651 8.39092 3.47230  -0.5169
O 1.01428 7.04227 2.20012  -0.6500

Atoms 1-3, force components in eV/Å:
C -0.247 1.010 0.845
C 0.652 -2.119 2.340
O 0.473 -0.746 -0.945

Output
frontier orbital gap = 7.7 eV
spin multiplicity = 1
energy = -5278.1009 a.u.
max |F| = 6.22 eV/A

No. 2
ORCA calculation (ωB97M-V/def2-TZVPD) on a molecular structure, C19H19ClFeN5O5S2.

Each line ends with the Mulliken spin population.
Positions of all 52 atoms, in Å:
Fe 0.48887 0.71346 0.18262  3.7226
O 0.50867 2.60507 -0.58897  0.0227
N 0.03019 3.83152 -0.70424  0.0045
C 0.98101 4.79228 -0.79955  0.0048
C 0.67401 6.11431 -0.93342  -0.0025
C -0.67917 6.47323 -0.96580  0.0033
C -1.62963 5.49761 -0.87102  -0.0016
C -1.31374 4.12017 -0.74254  0.0065
S -2.50666 2.92666 -0.65656  0.0056
H 1.98410 4.39662 -0.75304  0.0001
H 1.46811 6.84250 -1.00518  0.0000
H -0.97046 7.51109 -1.06595  0.0004
H -2.68318 5.73437 -0.89568  -0.0001
N -1.30032 0.06295 -0.82238  0.0557
N -1.22699 -1.29874 -1.16679  -0.0014
C -0.33058 -2.09529 -0.41701  -0.0017
O -0.54610 -3.31060 -0.43045  0.0018
O 0.60159 -1.46764 0.17599  0.0163
H -2.05454 0.27639 -0.17595  -0.0006
H -1.44375 0.65133 -1.63800  -0.0010
H -2.10661 -1.75504 -1.35187  0.0008
C 0.41171 -4.10042 2.38998  -0.0007
C -0.51121 -3.03032 2.84995  -0.0035
C -1.75379 -3.22704 3.40575  0.0069
C -2.54082 -2.09485 3.65884  -0.0026
N -2.13994 -0.85677 3.41327  0.0026
C -0.91260 -0.66671 2.90563  0.0171
S -0.25637 0.85747 2.56196  0.0340
N -0.12435 -1.76128 2.66221  0.0040
C -3.92678 -2.23094 4.21395  0.0004
H 0.16286 -5.04820 2.86234  -0.0001
H 1.44815 -3.84089 2.60301  0.0001
H 0.29483 -4.17819 1.30169  0.0000
H -2.12063 -4.22584 3.58658  0.0009
H 0.70812 -1.58705 2.09563  0.0015
H -4.17830 -3.26747 4.43168  0.0001
H -4.64118 -1.82967 3.49448  -0.0001
H -4.01507 -1.63411 5.12111  -0.0001
Cl 1.50557 -1.85714 -5.95492  0.0000
C 2.02679 -1.29522 -4.38119  -0.0002
C 3.05640 -1.95650 -3.73320  0.0012
C 3.46869 -1.50153 -2.49140  -0.0011
C 2.84807 -0.41580 -1.88594  0.0006
C 1.82138 0.23596 -2.56092  0.0259
C 1.40760 -0.19668 -3.81416  0.0052
C 3.31791 0.03379 -0.50937  0.0073
O 4.47178 -0.21583 -0.18345  0.0106
O 2.45166 0.64322 0.21467  0.0646
H 3.52374 -2.81323 -4.19949  0.0001
H 4.28097 -1.98526 -1.96575  -0.0001
H 1.35808 1.11345 -2.12355  -0.0110
H 0.61194 0.31078 -4.34359  0.0001

Atoms 1-3, force components in eV/Å:
Fe 0.408 0.008 0.375
O -0.331 -0.052 -0.340
N 0.103 0.108 0.201

Output
frontier orbital gap (alpha / beta) = 7.1 / 7.1 eV
spin multiplicity = 5
expectation value of S² = 6.011
energy = -3905.8596 a.u.
total charge = -1
energy above the lowest of the compared OMol25 structures with the same formula, charge and spin = 113.2 kJ/mol
max |F| = 0.55 eV/A

No. 3
ORCA calculation (ωB97M-V/def2-TZVPD) on C19H19ClN2O7S in the gas phase in a non-equilibrium geometry.

Each line ends with the natural charge from an NBO analysis.
Positions of all 49 atoms, in Å:
C 2.21697 3.13536 2.81547  -0.4281
N 2.48303 2.19252 1.75265  -0.6639
C 3.40798 2.67665 0.74941  -0.4277
S 2.89207 0.67411 2.36917  2.3153
O 3.29465 -0.14160 1.26125  -0.9540
O 3.78721 0.77800 3.48136  -0.9186
C 1.24764 0.12782 2.86179  -0.3570
C 0.42459 -0.18186 1.79844  -0.1513
C -0.88805 -0.59480 2.00731  0.1392
N -1.66698 -0.87687 0.88623  -0.6033
C -2.95325 -1.30711 0.84354  0.6634
O -3.65360 -1.54953 1.79692  -0.5932
C -3.47517 -1.50489 -0.58145  -0.1750
O -2.67037 -0.82453 -1.53739  -0.5207
C -3.28601 -0.27131 -2.58374  0.7823
O -4.46500 -0.32148 -2.79512  -0.5747
C -2.29233 0.41854 -3.52234  -0.0301
C -1.96339 -0.56057 -4.66564  -0.0865
O -1.33446 -1.71002 -4.16134  -0.4835
C -0.32369 -1.43319 -3.27108  0.2033
C 0.58759 -2.43534 -2.96496  -0.2257
C 1.62120 -2.18900 -2.08125  -0.2216
C 1.76720 -0.93583 -1.50614  -0.2190
C 0.85208 0.06205 -1.79228  -0.3007
C -0.20415 -0.18306 -2.66143  0.2858
O -1.11386 0.82930 -2.87974  -0.4873
C -1.36013 -0.69969 3.31710  -0.2118
C -0.53363 -0.38830 4.37831  -0.1988
C 0.77540 0.03446 4.16177  -0.0525
Cl 1.77517 0.43670 5.49708  0.0508
H 1.83465 4.05959 2.38429  0.2106
H 3.11651 3.35029 3.40280  0.2005
H 1.46080 2.70970 3.47190  0.2149
H 3.64726 1.84162 0.09596  0.2343
H 2.92621 3.46760 0.17419  0.2065
H 4.33306 3.06187 1.19216  0.1874
H 0.83563 -0.10799 0.80533  0.2371
H -1.20589 -0.73020 -0.00479  0.4278
H -4.51030 -1.15195 -0.64333  0.2423
H -3.46662 -2.57800 -0.80692  0.2190
H -2.77036 1.31840 -3.92142  0.2321
H -2.87343 -0.88976 -5.16933  0.2179
H -1.30516 -0.04736 -5.38049  0.1902
H 0.46402 -3.39671 -3.43717  0.2276
H 2.32313 -2.97345 -1.84771  0.2213
H 2.57564 -0.74431 -0.81706  0.2481
H 0.93565 1.04602 -1.35627  0.2284
H -2.37209 -1.02540 3.49401  0.2648
H -0.89741 -0.46653 5.38996  0.2342

Atoms 1-3, force components in eV/Å:
C -0.065 0.192 0.357
N 0.110 -0.972 0.211
C 0.326 -0.104 -0.252

Output
frontier orbital gap = 9.2 eV
structure (SMILES) = CN(C)S(=O)(=O)c1cc(NC(=O)COC(=O)[C@@H]2COc3ccccc3O2)ccc1Cl
spin multiplicity = 1
energy = -2229.9994 a.u.
energy above the lowest of the compared OMol25 structures with the same formula, charge and spin = 4.9 kJ/mol
max |F| = 1.00 eV/A

No. 4
ORCA calculation (ωB97M-V/def2-TZVPD) on C19H19ClN2OS in the gas phase.

Each line ends with the natural charge from an NBO analysis.
Positions of all 43 atoms, in Å:
O -4.38457 -0.81930 1.38277  -0.6183
C -3.38835 -0.32263 0.89370  0.6607
N -3.38187 0.92503 0.35627  -0.5996
C -4.54373 1.74844 0.31629  -0.0630
C -4.42186 3.22327 0.55018  -0.4287
C -4.73831 2.70090 -0.82356  -0.4287
C -2.07709 -1.02951 0.85113  -0.1358
C -1.79373 -1.94508 1.86384  -0.1766
C -0.59902 -2.62573 1.85054  -0.2064
C 0.33244 -2.42652 0.83444  -0.2351
C 0.05397 -1.53690 -0.21443  0.2130
C -1.16330 -0.85099 -0.17548  -0.2415
N 0.89014 -1.36417 -1.31901  -0.4557
C 1.25674 -0.01637 -1.71993  -0.2216
C 2.35077 0.57091 -0.85915  -0.0643
C 3.62928 0.77435 -1.36262  -0.1513
C 4.64248 1.25915 -0.55474  -0.2454
C 4.37534 1.53676 0.77606  -0.0450
Cl 5.63715 2.13555 1.79470  0.0103
C 3.10612 1.34086 1.29871  -0.2115
C 2.10147 0.86355 0.47827  -0.2070
C 1.88528 -2.38193 -1.54952  -0.2233
C 2.80532 -2.62088 -0.35723  -0.5438
S 1.82839 -3.35048 0.98903  0.2670
H -2.51804 1.32927 0.03212  0.3923
H -5.39589 1.21518 0.71630  0.2493
H -5.19964 3.72145 1.10664  0.2211
H -3.43663 3.63138 0.72064  0.2102
H -5.73400 2.83888 -1.21387  0.2208
H -3.96559 2.75834 -1.57581  0.2088
H -2.51956 -2.10255 2.64517  0.2366
H -0.35492 -3.32570 2.63530  0.2210
H -1.41072 -0.20805 -1.00767  0.2079
H 1.57946 -0.05337 -2.76433  0.2054
H 0.37167 0.61877 -1.66363  0.2096
H 3.83920 0.55372 -2.39929  0.2053
H 5.63276 1.41708 -0.95169  0.2286
H 2.90846 1.55974 2.33601  0.2303
H 1.11402 0.70329 0.88652  0.2261
H 2.47801 -2.09209 -2.42012  0.2074
H 1.36584 -3.31872 -1.78350  0.2113
H 3.58638 -3.34156 -0.59352  0.2338
H 3.25611 -1.69333 -0.00554  0.2257

Atoms 1-3, force components in eV/Å:
O -0.104 -0.134 0.146
C 0.022 0.234 -0.112
N 0.221 0.232 -0.195

Output
frontier orbital gap = 8.3 eV
structure (SMILES) = O=C(NC1CC1)c1ccc2c(c1)N(Cc1ccc(Cl)cc1)CCS2
spin multiplicity = 1
energy = -1778.5492 a.u.
energy above the lowest of the compared OMol25 structures with the same formula, charge and spin = 0.0 kJ/mol
max |F| = 0.49 eV/A

No. 5
ORCA calculation (ωB97M-V/def2-TZVPD) on C19H19ClN4O2S in the gas phase in a non-equilibrium geometry.

Each line ends with the natural charge from an NBO analysis.
Positions of all 46 atoms, in Å:
C -5.01537 -2.03996 -0.26321  -0.6337
C -5.11731 -1.13321 -1.48009  -0.0780
O -4.88619 0.22450 -1.08687  -0.5065
C -3.71730 0.76629 -1.38806  0.8197
O -2.87948 0.28880 -2.10527  -0.6149
C -3.61136 2.14083 -0.74249  -0.6214
S -1.89006 2.46916 -0.27203  0.3044
C -1.59534 0.95014 0.50552  0.1908
N -2.50045 0.05076 0.78029  -0.3437
N -1.87050 -0.99477 1.33844  -0.2812
C -0.60102 -0.72030 1.42332  0.3090
C 0.45180 -1.67607 1.87275  -0.2574
N 1.15450 -2.23857 0.73420  -0.5893
C 2.25274 -1.62009 0.16396  0.1734
C 2.41527 -1.63674 -1.22405  -0.2566
C 3.52498 -1.07376 -1.81972  -0.2075
C 4.49540 -0.48128 -1.02932  -0.1021
Cl 5.87119 0.26536 -1.76707  -0.0095
C 4.37121 -0.47726 0.34978  -0.1421
C 3.26217 -1.04613 0.94055  -0.2783
N -0.35734 0.52639 0.89654  -0.4143
C 0.86099 1.22402 0.74831  0.1965
C 1.32749 1.51497 -0.52647  -0.2246
C 2.51860 2.20060 -0.67103  -0.1840
C 3.23635 2.59409 0.44587  -0.2011
C 2.76202 2.30641 1.71413  -0.2082
C 1.57125 1.62095 1.87241  -0.2327
H -5.13120 -3.07626 -0.56751  0.2094
H -4.04801 -1.90709 0.21452  0.2403
H -5.79044 -1.78951 0.45589  0.2084
H -4.37823 -1.40913 -2.23851  0.2057
H -6.12015 -1.15783 -1.91499  0.1833
H -3.88138 2.91691 -1.45874  0.2554
H -4.25202 2.19243 0.13580  0.2525
H 1.16472 -1.18373 2.53361  0.2152
H -0.04441 -2.48601 2.41393  0.2379
H 0.51303 -2.62053 0.04994  0.3833
H 1.65406 -2.09377 -1.84016  0.2147
H 3.63188 -1.08455 -2.89296  0.2286
H 5.14142 -0.03250 0.95985  0.2175
H 3.19070 -1.04971 2.01676  0.2138
H 0.75798 1.20317 -1.38849  0.2400
H 2.88820 2.42486 -1.65930  0.2249
H 4.16715 3.12686 0.32656  0.2219
H 3.31728 2.61856 2.58570  0.2191
H 1.18521 1.40270 2.85775  0.2216

Atoms 1-3, force components in eV/Å:
C 0.035 0.378 -0.204
C 0.078 -0.537 -0.167
O -0.440 0.105 0.119

Output
frontier orbital gap = 8.6 eV
structure (SMILES) = CCOC(=O)CSc1nnc(CNc2ccc(Cl)cc2)n1-c1ccccc1
spin multiplicity = 1
energy = -1963.3267 a.u.
energy above the lowest of the compared OMol25 structures with the same formula, charge and spin = 51.1 kJ/mol
max |F| = 1.25 eV/A

Question: What is the energy in the fourth record?
Answer: -1778.5492 a.u.